{
  "formula": "C21H27BF3IN2O7",
  "method": "ωB97M-V/def2-TZVPD",
  "mol_weight_g_mol": 614.16,
  "charge": 0,
  "species": ["C", "C", "C", "O", "C", "C", "C", "F", "C", "C", "C", "O", "C", "O", "C", "C", "C", "C", "C", "C", "N", "C", "N", "C", "C", "I", "H", "H", "H", "H", "H", "H", "H", "H", "H", "H", "H", "H", "H", "H", "H", "H", "H", "H", "H", "H", "H", "H", "H", "H", "H", "H", "H", "B", "O", "C", "O", "C", "O", "O", "F", "F"],
  "xyz": [[1.497, 3.704, 3.586], [1.465, 3.300, 2.323], [1.396, 2.574, 0.862], [0.141, 1.851, 0.844], [0.094, 0.874, -0.229], [0.148, 1.714, -1.642], [-0.971, 2.910, -1.548], [-0.354, 4.248, -1.579], [1.281, -0.263, -0.138], [1.150, -1.098, -1.510], [1.812, -2.556, -1.559], [0.780, -3.493, -2.052], [1.022, -1.126, 1.219], [-0.273, -0.928, 1.825], [-1.255, -1.893, 1.431], [-1.128, -3.460, 1.425], [-2.374, -4.366, 0.981], [-3.787, -3.768, 0.570], [-3.915, -2.187, 0.569], [-2.685, -1.304, 0.992], [2.601, 0.457, -0.159], [3.819, -0.396, 0.068], [4.675, -0.465, -1.189], [5.869, -1.331, -0.810], [2.707, 1.637, 0.774], [4.290, 2.930, -0.098], [1.240, 3.772, 4.717], [1.476, 3.420, 0.073], [-0.965, 0.382, -0.244], [1.178, 2.178, -1.860], [-0.158, 1.084, -2.554], [-1.701, 2.767, -0.660], [-1.632, 2.850, -2.509], [0.006, -1.232, -1.711], [1.539, -0.513, -2.446], [2.620, -2.550, -2.405], [2.345, -2.924, -0.614], [0.450, -4.016, -1.282], [1.284, -2.246, 1.119], [1.798, -0.708, 1.991], [-0.121, -3.942, 1.744], [-2.284, -5.526, 0.969], [-4.709, -4.384, 0.279], [-4.893, -1.622, 0.298], [-2.821, -0.147, 0.999], [2.708, 0.846, -1.132], [3.619, -1.485, 0.372], [4.535, 0.036, 0.884], [4.153, -0.926, -1.952], [5.761, -2.370, -1.317], [5.938, -1.524, 0.328], [6.878, -0.855, -1.119], [3.021, 1.305, 1.842], [-4.823, 2.809, 0.997], [-5.296, 3.461, -0.234], [-5.996, 2.555, -0.920], [-6.528, 2.768, -1.986], [-6.013, 1.293, -0.187], [-6.561, 0.270, -0.535], [-5.325, 1.426, 0.947], [-5.349, 3.486, 2.150], [-3.382, 2.808, 1.036]],
  "forces_ev_per_angstrom": [[-1.08, -3.20, -6.59], [0.07, 1.10, 6.12], [0.13, 1.58, 1.77], [1.81, -0.75, -0.58], [-0.09, 0.76, -1.83], [-0.79, 0.58, 0.24], [-0.60, -0.30, -1.27], [-0.82, -2.53, 0.47], [-3.31, -0.46, -0.72], [-0.41, -0.19, -0.19], [0.04, -0.23, -1.57], [1.23, 0.33, 1.75], [1.82, 0.32, 1.03], [0.03, -2.01, -1.52], [-4.56, -2.44, -1.61], [-2.47, 1.70, -0.91], [-1.05, 2.91, -0.10], [3.64, 3.19, 1.12], [3.47, -1.34, 1.27], [0.44, -2.54, -0.03], [0.64, 0.36, 0.15], [2.80, -1.76, -0.39], [-0.28, -0.45, 1.64], [0.72, -0.86, -0.33], [-0.21, 1.46, 1.40], [-0.66, -0.58, 0.72], [0.81, 0.18, -2.73], [-0.49, -1.56, 1.13], [2.18, 0.70, 0.56], [-1.45, -0.56, 0.28], [0.62, 0.76, 1.58], [1.54, 0.70, -1.13], [1.34, 0.29, 1.70], [2.10, 0.07, 0.50], [-0.61, -0.72, 1.89], [-1.37, -0.07, 1.55], [-1.04, 0.55, -1.18], [0.21, 0.67, -0.84], [-0.61, 1.84, -0.16], [-1.49, -0.73, -1.17], [-2.08, 0.73, -0.60], [0.07, 2.41, 0.14], [1.85, 0.83, 0.54], [1.82, -1.16, 0.49], [0.20, -2.26, 0.11], [-0.12, -0.37, 0.90], [-0.63, 1.75, -0.11], [-1.73, -0.44, -1.48], [0.35, 0.17, 0.73], [0.37, 1.74, 0.88], [-0.27, 0.40, -1.80], [-1.85, -0.70, 0.36], [-0.58, 0.43, -2.07], [0.73, 1.30, 1.86], [-0.28, -0.79, -0.30], [-0.16, 3.03, -1.94], [0.32, -0.40, 0.68], [-0.23, -2.93, 1.59], [0.40, 0.54, 0.06], [-0.24, -0.14, -0.77], [0.71, -0.75, -1.20], [-0.91, -0.13, -0.11]]
}

---

{
  "formula": "C21H27BN2OP2Zr",
  "method": "ωB97M-V/def2-TZVPD",
  "mol_weight_g_mol": 487.44,
  "charge": 2,
  "e_above_lowest_kcal_mol": 24.88,
  "species": ["C", "C", "C", "C", "C", "C", "C", "C", "C", "C", "C", "C", "C", "H", "H", "H", "H", "H", "H", "H", "N", "Zr", "C", "H", "H", "C", "H", "H", "P", "P", "C", "H", "H", "H", "C", "H", "H", "H", "C", "H", "H", "H", "C", "H", "H", "H", "C", "O", "H", "B", "C", "N", "H", "H", "H"],
  "xyz": [[-2.579, -1.247, -3.036], [-1.926, -0.384, -2.141], [-2.023, -0.638, -0.761], [-2.601, -1.857, -0.293], [-3.147, -2.769, -1.216], [-3.140, -2.448, -2.596], [-2.138, -2.259, 1.095], [-2.422, -1.002, 1.973], [-1.815, 0.168, 1.475], [-1.463, 1.253, 2.306], [-1.779, 1.137, 3.687], [-2.427, 0.002, 4.198], [-2.826, -1.023, 3.335], [-2.633, -0.997, -4.106], [-3.461, -3.758, -0.843], [-3.623, -3.146, -3.274], [-2.947, -2.954, 1.460], [-1.453, 1.921, 4.400], [-2.626, -0.106, 5.269], [-3.335, -1.931, 3.697], [-1.230, 0.070, 0.156], [0.829, -0.320, 0.124], [-1.090, 0.804, -2.679], [-1.365, 1.735, -2.155], [-1.206, 0.903, -3.773], [-0.615, 2.398, 1.810], [-1.023, 2.775, 0.883], [-0.516, 3.181, 2.579], [0.715, 0.482, -2.319], [1.137, 1.785, 1.428], [1.733, 1.644, 3.114], [2.815, 1.501, 3.092], [1.495, 2.515, 3.731], [1.296, 0.762, 3.587], [1.862, 3.381, 0.873], [1.677, 4.200, 1.595], [2.952, 3.251, 0.759], [1.458, 3.680, -0.112], [1.038, -0.880, -3.514], [0.929, -0.518, -4.555], [2.070, -1.229, -3.323], [0.337, -1.714, -3.329], [1.562, 1.928, -3.016], [2.642, 1.726, -2.977], [1.259, 2.130, -4.058], [1.353, 2.814, -2.395], [-0.739, -3.020, 0.857], [0.294, -2.430, 1.252], [-1.056, -4.053, 0.854], [5.419, -1.398, -0.539], [3.991, -0.877, -0.542], [2.870, -0.524, -0.491], [5.729, -1.678, 0.599], [6.216, -0.575, -0.952], [5.523, -2.411, -1.193]],
  "forces_ev_per_angstrom": [[-0.04, -0.46, -0.10], [-0.18, 0.79, -0.28], [0.46, -1.57, -1.27], [0.82, -0.26, -1.75], [0.58, 0.58, 0.00], [-0.54, 0.09, 0.98], [-3.10, 0.27, -0.28], [2.34, 0.14, 0.67], [1.42, -0.36, 0.29], [-0.47, -0.51, 1.37], [0.39, 0.05, -0.30], [-0.60, 0.09, -0.52], [0.46, -0.74, -0.74], [0.20, -0.15, 0.58], [-0.08, 0.57, -0.39], [0.22, 0.24, -0.08], [1.35, -0.31, -0.34], [-0.29, -0.49, -0.64], [0.03, 0.21, -0.44], [0.40, 0.57, 0.03], [0.47, 0.59, 0.45], [-0.78, -2.37, 0.83], [-0.28, -0.58, 0.84], [0.01, -0.22, -0.35], [0.00, 0.08, 0.53], [0.26, -0.98, -0.14], [-0.11, 0.42, -0.21], [-0.02, -0.23, -0.46], [-1.78, 0.18, -2.69], [-1.29, 4.22, 2.00], [0.79, -0.94, 0.43], [-0.01, 0.02, 0.15], [-0.06, 0.04, -0.36], [0.00, 0.01, 0.09], [0.74, -0.17, -0.88], [-0.10, -0.69, -0.19], [-0.37, 0.15, 0.03], [0.13, -0.14, 0.49], [0.55, -0.23, 0.53], [0.06, -0.12, 0.62], [-0.44, 0.02, -0.38], [0.29, 0.37, -0.13], [0.59, 0.25, 0.56], [-0.21, 0.20, -0.12], [-0.02, -0.28, 0.47], [0.08, -0.26, -0.31], [-2.60, 3.86, 5.00], [-0.20, -0.83, -2.75], [1.52, -1.06, -1.07], [0.86, 0.00, 0.01], [1.03, -0.54, 0.01], [-1.12, 0.16, 0.26], [-0.41, 0.13, 0.10], [-0.51, 0.07, -0.03], [-0.45, 0.12, -0.11]]
}

---

{
  "formula": "C21H27CaN3OS5SeSi2",
  "method": "ωB97M-V/def2-TZVPD",
  "mol_weight_g_mol": 673.01,
  "charge": -2,
  "e_above_lowest_kcal_mol": 0.00,
  "species": ["Ca", "C", "Si", "C", "C", "C", "C", "C", "C", "C", "Si", "C", "C", "H", "H", "H", "H", "H", "H", "H", "H", "H", "H", "H", "H", "H", "H", "H", "H", "O", "C", "S", "C", "C", "S", "S", "S", "S", "C", "C", "N", "C", "H", "H", "H", "C", "N", "C", "C", "N", "C", "C", "Se", "H", "H", "H", "H", "H", "H", "H", "H"],
  "xyz": [[-1.054, -1.569, -0.485], [1.317, 2.981, -2.288], [0.685, 2.602, -0.547], [1.662, 3.752, 0.626], [-1.084, 3.360, -0.573], [-1.041, 4.764, -0.667], [-2.181, 5.549, -0.698], [-3.424, 4.935, -0.623], [-3.489, 3.554, -0.564], [-2.349, 2.733, -0.557], [-2.668, 0.832, -0.654], [-3.988, 0.757, -2.060], [-3.786, 0.573, 0.900], [1.384, 4.059, -2.468], [0.640, 2.553, -3.032], [2.304, 2.534, -2.426], [2.550, 4.149, 0.121], [2.001, 3.160, 1.478], [1.079, 4.595, 1.003], [-0.079, 5.264, -0.727], [-2.100, 6.629, -0.776], [-4.334, 5.527, -0.629], [-4.467, 3.085, -0.535], [-4.859, 1.410, -1.916], [-4.356, -0.270, -2.146], [-3.529, 1.022, -3.018], [-4.653, 1.246, 0.933], [-3.201, 0.732, 1.813], [-4.159, -0.457, 0.936], [-2.132, -8.762, 0.014], [-1.979, -7.566, -0.147], [-0.490, -6.819, -0.705], [-1.028, -5.142, -0.700], [-2.296, -4.926, -0.300], [-3.181, -3.408, -0.184], [-3.218, -6.355, 0.154], [0.172, -3.981, -1.258], [-0.508, -1.092, 4.497], [-1.574, -2.403, 4.221], [-1.740, -2.582, 2.889], [-1.040, -1.701, 2.094], [-0.348, -0.864, 2.815], [-2.007, -2.970, 5.028], [-2.367, -3.315, 2.400], [0.281, -0.093, 2.381], [4.807, 0.238, 1.753], [4.873, -0.616, 0.589], [5.762, -0.451, -0.458], [5.400, -1.349, -1.398], [4.302, -2.019, -0.889], [3.544, -3.033, -1.602], [3.947, -1.584, 0.346], [1.273, 0.533, 0.040], [5.754, 0.230, 2.297], [4.008, -0.142, 2.384], [4.555, 1.260, 1.464], [6.557, 0.275, -0.449], [5.820, -1.560, -2.367], [4.143, -3.933, -1.754], [3.216, -2.648, -2.568], [2.671, -3.283, -1.007]],
  "forces_ev_per_angstrom": [[0.58, -0.13, 0.39], [0.02, 0.00, -0.11], [-0.03, 0.02, 0.03], [0.05, 0.00, 0.04], [-0.06, 0.00, 0.04], [0.01, -0.06, 0.01], [-0.01, 0.00, 0.00], [0.01, 0.00, -0.01], [0.04, 0.01, 0.01], [0.18, 0.10, -0.05], [-0.42, -0.10, -0.08], [-0.08, 0.11, -0.03], [0.00, 0.05, 0.07], [-0.03, -0.01, 0.00], [0.03, -0.02, 0.00], [-0.01, 0.02, 0.00], [0.00, -0.01, 0.01], [0.00, 0.02, 0.00], [0.01, -0.01, -0.01], [-0.01, 0.00, 0.02], [0.00, 0.00, 0.01], [0.00, 0.00, 0.00], [0.00, 0.00, 0.01], [0.01, -0.01, 0.01], [0.03, 0.00, 0.00], [-0.03, -0.01, -0.01], [0.01, 0.00, 0.00], [-0.03, 0.01, 0.01], [0.00, 0.01, -0.03], [0.01, 0.02, 0.01], [0.00, -0.03, 0.01], [0.01, -0.10, 0.00], [0.21, 0.27, -0.14], [-0.15, 0.35, 0.02], [0.09, -0.16, -0.15], [-0.05, -0.11, 0.03], [-0.23, -0.12, 0.04], [0.05, 0.05, 0.16], [-0.02, -0.07, 0.04], [0.01, 0.02, -0.19], [0.12, 0.13, 0.13], [-0.07, -0.09, -0.13], [-0.02, 0.01, -0.02], [0.00, -0.01, 0.01], [-0.03, -0.02, -0.03], [0.01, 0.00, -0.06], [0.03, 0.02, -0.01], [-0.04, 0.03, 0.05], [-0.08, -0.04, -0.02], [0.00, -0.06, -0.02], [0.12, 0.08, 0.02], [0.08, -0.09, 0.11], [-0.29, -0.09, -0.19], [0.00, 0.00, 0.01], [0.01, 0.00, 0.01], [-0.01, 0.00, 0.00], [-0.02, 0.02, -0.01], [-0.02, 0.01, -0.01], [0.02, -0.01, -0.01], [-0.02, 0.00, 0.01], [0.02, -0.02, 0.00]]
}

---

{
  "formula": "C21H27F2S",
  "method": "ωB97M-V/def2-TZVPD",
  "mol_weight_g_mol": 349.51,
  "charge": 1,
  "e_above_lowest_kcal_mol": 86.30,
  "species": ["C", "C", "C", "C", "S", "C", "C", "C", "C", "H", "H", "H", "H", "H", "H", "H", "H", "H", "H", "H", "H", "H", "H", "H", "H", "H", "H", "F", "C", "C", "C", "C", "C", "C", "C", "C", "C", "F", "C", "C", "C", "C", "H", "H", "H", "H", "H", "H", "H", "H", "H"],
  "xyz": [[-0.085, 2.374, -4.729], [-0.177, 1.406, -3.546], [-1.462, 1.628, -2.758], [-1.608, 0.756, -1.503], [-0.941, -0.896, -1.506], [-1.233, -2.138, -0.206], [0.099, -2.959, -0.311], [0.236, -3.969, 0.804], [1.579, -4.656, 0.766], [0.848, 2.206, -5.269], [-0.929, 2.233, -5.414], [-0.088, 3.411, -4.374], [-0.138, 0.370, -3.903], [0.694, 1.533, -2.888], [-1.538, 2.691, -2.451], [-2.342, 1.419, -3.383], [-0.680, 1.021, -0.875], [-2.559, 0.937, -0.991], [-1.381, -1.779, 0.823], [-2.086, -2.806, -0.447], [0.127, -3.489, -1.279], [0.963, -2.276, -0.315], [0.094, -3.457, 1.760], [-0.590, -4.680, 0.709], [1.699, -5.293, 1.639], [1.663, -5.275, -0.128], [2.399, -3.935, 0.757], [2.104, -2.956, 4.246], [1.461, -2.013, 3.483], [0.116, -1.744, 3.745], [-0.578, -0.907, 2.872], [0.088, -0.325, 1.770], [-0.691, 0.508, 0.843], [-0.392, 1.962, 0.950], [-1.400, 2.888, 0.569], [-1.075, 4.197, 0.192], [0.265, 4.580, 0.203], [0.627, 5.794, -0.294], [1.251, 3.764, 0.741], [0.910, 2.455, 1.157], [1.454, -0.551, 1.568], [2.161, -1.346, 2.488], [-0.391, -2.235, 4.564], [-1.616, -0.632, 3.092], [-1.764, 0.325, 0.868], [-2.444, 2.581, 0.539], [-1.830, 4.878, -0.173], [2.283, 4.084, 0.812], [1.653, 1.829, 1.641], [1.997, -0.016, 0.772], [3.240, -1.495, 2.371]],
  "forces_ev_per_angstrom": [[0.13, -0.18, 0.20], [-0.08, 0.03, -0.10], [-0.73, -0.84, -0.35], [1.77, 2.28, 1.43], [1.13, -1.85, -0.66], [-0.49, -1.22, -0.10], [-0.42, 0.38, -0.45], [-0.49, 0.28, 0.14], [0.06, -0.29, 0.05], [-0.14, 0.08, -0.08], [0.18, 0.06, 0.09], [-0.04, -0.10, -0.11], [0.00, 0.17, 0.01], [-0.10, 0.04, -0.04], [0.01, -0.56, 0.07], [0.23, 0.19, -0.22], [-2.66, 1.43, -1.90], [0.28, -0.28, -0.14], [0.03, -0.06, -0.65], [0.43, 0.52, 0.01], [-0.08, 0.29, 0.22], [-0.29, -0.13, 0.05], [0.02, -0.10, -0.01], [0.13, -0.16, 0.14], [0.11, -0.12, 0.00], [0.10, -0.04, 0.00], [-0.01, 0.04, 0.01], [-0.73, 1.32, -0.88], [0.30, -0.47, 0.69], [-0.01, 0.17, -0.54], [0.31, -0.12, 0.27], [0.09, -0.59, -0.98], [0.41, 2.29, 5.18], [-0.32, -1.10, -1.25], [0.33, 1.07, -0.47], [-0.28, -0.89, 0.27], [0.48, 0.74, -0.22], [-0.56, -1.42, 0.63], [-0.07, -1.39, 0.50], [0.34, 1.27, -0.47], [0.63, 0.17, 1.07], [0.19, -0.06, -0.77], [0.05, 0.05, 0.09], [0.35, -0.34, -0.23], [0.23, -0.26, -0.50], [0.26, -0.01, -0.18], [-0.02, 0.06, 0.11], [-0.15, 0.20, 0.03], [-0.01, 0.22, -0.29], [-0.39, -0.70, 0.26], [-0.50, -0.08, 0.08]]
}

---

In eV, the E values for the records above are, in order, -56448.061 -47760.842 -182454.669 -38474.632.